Molecular formula: C39H62BCl3F32NO13
Method: DFT, the ωB97M-V functional and the def2-TZVPD basis

The orbital gap is 6.134 eV. For the largest force on an atom, the calculation gives 5.3 eV/A. The spin multiplicity is 1. As for the total charge: -1.

Bonds (Å) are listed after each position.
CARTESIAN COORDINATES (ANGSTROEM)
1 C -4.79 -1.69 -1.16  O2 1.384, H12 1.090, H13 1.090, H14 1.090
2 O -3.61 -1.01 -1.38  C1 1.384, C3 1.402
3 C -3.74 0.20 -2.08  O2 1.402, C4 1.527, H15 1.090, H16 1.090
4 C -2.80 1.21 -1.44  C3 1.527, N5 1.542, H17 1.090, H18 1.090
5 N -1.39 0.65 -1.65  C4 1.542, H6 1.010, H7 1.010, C8 1.517
6 H -1.26 -0.33 -1.44  N5 1.010
7 H -1.30 0.77 -2.65  N5 1.010
8 C -0.25 1.42 -1.00  N5 1.517, C9 1.507, H19 1.090, H20 1.090
9 C 1.12 0.83 -1.21  C8 1.507, O10 1.413, H21 1.090, H22 1.090
10 O 0.99 -0.56 -1.02  C9 1.413, C11 1.458
11 C 2.19 -1.37 -0.82  O10 1.458, H23 1.090, H24 1.090, H25 1.090
12 H -4.80 -2.43 -0.36  C1 1.090
13 H -5.01 -2.24 -2.08  C1 1.090
14 H -5.60 -1.00 -0.97  C1 1.090
15 H -4.74 0.64 -2.10  C3 1.090
16 H -3.41 0.23 -3.12  C3 1.090
17 H -3.05 1.34 -0.38  C4 1.090
18 H -2.81 2.15 -2.00  C4 1.090
19 H -0.54 1.46 0.06  C8 1.090
20 H -0.28 2.44 -1.40  C8 1.090
21 H 1.86 1.36 -0.62  C9 1.090
22 H 1.42 1.07 -2.23  C9 1.090
23 H 2.05 -2.34 -0.33  C11 1.090
24 H 2.94 -0.90 -0.18  C11 1.090
25 H 2.74 -1.44 -1.75  C11 1.090
26 B -1.40 3.39 -6.75  H27 1.079, H28 1.079, H29 1.079, H30 1.079
27 H -0.83 3.29 -7.67  B26 1.079
28 H -2.44 3.43 -7.04  B26 1.079
29 H -1.31 2.51 -6.14  B26 1.079
30 H -1.12 4.27 -6.20  B26 1.079
31 Cl -2.66 6.31 3.79  O32 1.492, O33 1.430, O34 1.382, O35 1.415
32 O -1.18 6.20 3.69  Cl31 1.492
33 O -3.27 6.38 2.50  Cl31 1.430
34 O -3.13 5.18 4.43  Cl31 1.382
35 O -3.01 7.41 4.61  Cl31 1.415
36 C 14.06 -4.58 -2.85  C37 1.483, O43 1.446, H50 1.090, H51 1.090
37 C 14.54 -3.18 -2.70  C36 1.483, C38 1.502, F41 1.292, F42 1.318
38 C 15.55 -3.19 -1.59  C37 1.502, F39 1.317, F40 1.304, H52 1.090
39 F 15.19 -3.57 -0.38  C38 1.317
40 F 16.66 -3.81 -1.88  C38 1.304
41 F 15.16 -2.74 -3.74  C37 1.292
42 F 13.51 -2.40 -2.46  C37 1.318
43 O 13.00 -4.74 -3.82  C36 1.446, C44 1.468
44 C 11.76 -5.22 -3.20  O43 1.468, C45 1.579, F48 1.313, F49 1.355
45 C 10.56 -5.16 -4.22  C44 1.579, F46 1.340, F47 1.366, H53 1.090
46 F 9.40 -5.65 -3.76  C45 1.340
47 F 10.43 -3.90 -4.73  C45 1.366
48 F 12.01 -6.46 -2.85  C44 1.313
49 F 11.48 -4.47 -2.11  C44 1.355
50 H 13.77 -4.99 -1.88  C36 1.090
51 H 14.86 -5.12 -3.36  C36 1.090
52 H 15.76 -2.15 -1.34  C38 1.090
53 H 10.69 -5.90 -5.01  C45 1.090
54 C 4.19 2.62 7.18  C55 1.522, O61 1.387, H68 1.090, H69 1.090
55 C 3.55 2.96 8.52  C54 1.522, C56 1.507, F59 1.371, F60 1.311
56 C 3.24 4.43 8.49  C55 1.507, F57 1.335, F58 1.357, H70 1.090
57 F 2.54 4.94 9.51  C56 1.335
58 F 4.41 5.12 8.41  C56 1.357
59 F 2.47 2.14 8.71  C55 1.371
60 F 4.44 2.61 9.41  C55 1.311
61 O 4.25 1.27 6.85  C54 1.387, C62 1.434
62 C 5.47 0.51 6.89  O61 1.434, C63 1.562, F66 1.340, F67 1.300
63 C 5.17 -1.02 6.78  C62 1.562, F64 1.348, F65 1.279, H71 1.090
64 F 4.45 -1.55 5.78  C63 1.348
65 F 6.14 -1.83 6.96  C63 1.279
66 F 6.27 0.89 5.88  C62 1.340
67 F 6.13 0.65 8.00  C62 1.300
68 H 5.06 3.22 6.92  C54 1.090
69 H 3.59 3.05 6.38  C54 1.090
70 H 2.69 4.65 7.58  C56 1.090
71 H 4.51 -1.30 7.60  C63 1.090
72 C -10.31 4.99 5.97  C73 1.580, O79 1.461, H86 1.090, H87 1.090
73 C -10.18 3.66 5.12  C72 1.580, C74 1.540, F77 1.324, F78 1.323
74 C -9.75 2.37 5.86  C73 1.540, F75 1.377, F76 1.328, H88 1.090
75 F -10.56 1.97 6.90  C74 1.377
76 F -9.80 1.38 4.97  C74 1.328
77 F -11.29 3.45 4.44  C73 1.324
78 F -9.27 3.83 4.18  C73 1.323
79 O -11.27 4.82 7.05  C72 1.461, C80 1.453
80 C -11.92 6.04 7.50  O79 1.453, C81 1.547, F84 1.355, F85 1.282
81 C -13.01 5.55 8.48  C80 1.547, F82 1.376, F83 1.285, H89 1.090
82 F -13.78 6.58 8.97  C81 1.376
83 F -13.69 4.67 7.84  C81 1.285
84 F -11.06 6.91 8.08  C80 1.355
85 F -12.49 6.77 6.61  C80 1.282
86 H -10.57 5.86 5.36  C72 1.090
87 H -9.31 5.29 6.28  C72 1.090
88 H -8.73 2.41 6.21  C74 1.090
89 H -12.65 5.03 9.37  C81 1.090
90 C 10.57 2.49 -5.39  C91 1.597, O97 1.396, H104 1.090, H105 1.090
91 C 10.29 2.71 -6.95  C90 1.597, C92 1.558, F95 1.345, F96 1.320
92 C 11.08 3.98 -7.40  C91 1.558, F93 1.421, F94 1.341, H106 1.090
93 F 10.41 5.11 -6.87  C92 1.421
94 F 12.35 3.87 -7.00  C92 1.341
95 F 10.68 1.61 -7.62  C91 1.345
96 F 9.01 2.86 -7.24  C91 1.320
97 O 10.36 3.55 -4.52  C90 1.396, C98 1.495
98 C 9.00 3.68 -3.91  O97 1.495, C99 1.537, F102 1.262, F103 1.349
99 C 8.98 4.85 -2.91  C98 1.537, F100 1.349, F101 1.322, H107 1.090
100 F 7.80 5.14 -2.33  C99 1.349
101 F 9.73 4.72 -1.83  C99 1.322
102 F 8.22 3.88 -4.87  C98 1.262
103 F 8.69 2.54 -3.26  C98 1.349
104 H 11.63 2.26 -5.29  C90 1.090
105 H 9.99 1.65 -5.02  C90 1.090
106 H 11.14 4.08 -8.48  C92 1.090
107 H 9.25 5.78 -3.42  C99 1.090
108 C -2.50 -2.02 7.36  C109 1.510, C112 1.525, H113 1.090, H114 1.090
109 C -1.73 -1.89 6.07  C108 1.510, C110 1.503, H115 1.090, H116 1.090
110 C -2.79 -2.02 5.01  C109 1.503, O111 1.396, H117 1.090, H118 1.090
111 O -3.56 -3.08 5.48  C110 1.396, C112 1.463
112 C -3.70 -2.85 6.92  C108 1.525, O111 1.463, H119 1.090, H120 1.090
113 H -2.73 -1.03 7.76  C108 1.090
114 H -1.89 -2.59 8.06  C108 1.090
115 H -0.97 -2.66 5.92  C109 1.090
116 H -1.20 -0.96 5.87  C109 1.090
117 H -2.36 -2.28 4.04  C110 1.090
118 H -3.34 -1.09 4.85  C110 1.090
119 H -3.73 -3.81 7.43  C112 1.090
120 H -4.65 -2.32 7.02  C112 1.090
121 C -2.29 -8.67 -0.23  C122 1.484, C125 1.598, H126 1.090, H127 1.090
122 C -1.90 -7.38 -0.83  C121 1.484, C123 1.539, H128 1.090, H129 1.090
123 C -1.94 -7.68 -2.34  C122 1.539, O124 1.447, H130 1.090, H131 1.090
124 O -3.11 -8.54 -2.41  C123 1.447, C125 1.412
125 C -3.32 -9.32 -1.26  C121 1.598, O124 1.412, H132 1.090, H133 1.090
126 H -2.90 -8.47 0.65  C121 1.090
127 H -1.47 -9.35 -0.02  C121 1.090
128 H -0.89 -7.07 -0.56  C122 1.090
129 H -2.59 -6.57 -0.60  C122 1.090
130 H -1.06 -8.26 -2.63  C123 1.090
131 H -2.15 -6.86 -3.02  C123 1.090
132 H -3.05 -10.37 -1.36  C125 1.090
133 H -4.34 -9.20 -0.90  C125 1.090
134 C -6.86 0.00 -10.22  C135 1.554, C138 1.533, H139 1.090, H140 1.090
135 C -7.28 -1.49 -10.26  C134 1.554, C136 1.528, H141 1.090, H142 1.090
136 C -8.78 -1.57 -10.53  C135 1.528, O137 1.446, H143 1.090, H144 1.090
137 O -9.22 -0.37 -9.84  C136 1.446, C138 1.420
138 C -8.18 0.58 -9.70  C134 1.533, O137 1.420, H145 1.090, H146 1.090
139 H -6.68 0.49 -11.18  C134 1.090
140 H -6.07 0.17 -9.49  C134 1.090
141 H -7.25 -1.83 -9.22  C135 1.090
142 H -6.77 -2.16 -10.96  C135 1.090
143 H -9.15 -2.48 -10.08  C136 1.090
144 H -9.11 -1.41 -11.56  C136 1.090
145 H -8.06 0.93 -8.67  C138 1.090
146 H -8.54 1.43 -10.29  C138 1.090
147 C -14.82 -1.30 1.04  Cl148 1.704, Cl149 1.806, H150 1.090, H151 1.090
148 Cl -13.35 -2.16 1.05  C147 1.704
149 Cl -16.10 -2.36 0.32  C147 1.806
150 H -15.10 -1.00 2.05  C147 1.090
151 H -14.60 -0.40 0.47  C147 1.090